No. 1
Below is 2 unconnected molecules or ions with the total composition C8H8IN2, with properties calculated with ωB97M-V with the def2-TZVPD basis set.

Last column: natural (NBO) charge in e.
Cartesian coordinates (Å):
1 C -0.33724 2.54572 0.15330  -0.203
2 C -1.55905 1.96483 -0.31322  -0.115
3 C 0.71350 1.68762 0.48771  -0.119
4 C -1.69303 0.59517 -0.55666  -0.202
5 C 0.53362 0.31101 0.30806  -0.240
6 C -0.66906 -0.24384 -0.28365  0.022
7 C 1.37953 -0.78850 0.50521  0.397
8 C -0.46833 -1.72769 -0.51844  -0.276
9 N 0.94531 -1.90142 -0.00496  -0.543
10 N 3.77248 -0.49898 1.25935  -0.793
11 I 4.85660 0.15864 -0.18047  0.806
12 H -0.13314 3.50814 0.44985  0.236
13 H -2.38222 2.52896 -0.52493  0.227
14 H 1.70485 1.93794 0.86045  0.232
15 H -2.69299 0.13159 -0.96160  0.240
16 H -1.26279 -2.30621 -0.12157  0.259
17 H -0.60503 -2.07436 -1.66061  0.259
18 H 1.52558 -2.71154 0.00653  0.432
19 H 3.50571 -1.44884 1.12281  0.378

- gap between HOMO and LUMO (spin up / spin down) (eV) = 8.62 / 5.21
- spin multiplicity = 3
- LUMO (spin up / spin down) (eV) = -3.991 / -7.163
- net charge = +1

No. 2
Below is C8H8N2O in the gas phase, with properties calculated with ωB97M-V with the def2-TZVPD basis set.

Last column: natural (NBO) charge in e.
Cartesian coordinates (Å):
1 C -2.40036 1.45468 1.70848  -0.227
2 C -1.16484 0.39693 0.04091  0.384
3 C -1.27043 -0.43859 -1.06210  -0.326
4 C -0.20519 -1.05553 -1.53770  -0.130
5 C 1.07156 -0.80767 -1.06134  -0.200
6 C 2.44949 -1.23410 -1.28335  0.013
7 C 1.19143 0.07595 0.09118  0.142
8 C -0.00631 0.66854 0.61635  -0.337
9 H -3.33940 1.54691 2.03357  0.192
10 H -1.65110 2.28256 1.87930  0.162
11 H -2.15638 0.54816 2.48009  0.139
12 H -2.25422 -0.68669 -1.43749  0.234
13 H -0.18673 -1.97737 -2.41245  0.207
14 H 2.72562 -2.18768 -2.00401  0.240
15 H 3.96539 -0.63245 -0.07175  0.395
16 H 0.00816 1.36595 1.51098  0.236
17 N 3.16266 -0.61993 -0.40949  -0.300
18 N 2.45916 0.23596 0.47351  -0.308
19 O -2.39850 1.06439 0.44531  -0.516

- SMILES string = COc1ccc2c[nH]nc2c1
- energy above the lowest of the compared OMol25 structures with the same formula, charge and spin (eV) = 4.742
- gap between HOMO and LUMO (eV) = 9.03
- LUMO (eV) = 0.773

No. 3
Below is a molecular structure, C8H8N2O, with properties calculated with ωB97M-V with the def2-TZVPD basis set.

Last column: natural (NBO) charge in e.
Cartesian coordinates (Å):
1 C -1.26100 1.06103 0.01121  0.639
2 C -1.67465 -1.17282 -0.48530  -0.224
3 C -0.57016 -1.68679 0.57318  -0.482
4 C 0.35726 -0.77373 0.11195  0.233
5 C 2.56127 -0.05455 -0.12757  0.055
6 C 2.20790 1.24484 -0.17863  -0.300
7 C 0.97315 1.62177 -0.06772  -0.092
8 C 0.08147 0.59774 -0.03639  -0.277
9 H -3.23956 0.44736 0.27293  0.414
10 H -0.92113 -1.07583 -1.45071  0.220
11 H -2.72555 -1.83800 -0.63066  0.237
12 H -0.28548 -2.76152 0.51224  0.266
13 H -0.58920 -1.18867 1.72692  0.250
14 H 3.63921 -0.27976 0.13299  0.196
15 H 3.00602 1.86136 -0.59479  0.222
16 H 0.34949 2.69411 -0.06767  0.291
17 N -2.12498 0.15478 -0.40095  -0.585
18 N 1.81453 -1.09019 0.19499  -0.405
19 O -1.59860 2.23889 0.50401  -0.660

- energy above the lowest of the compared OMol25 structures with the same formula, charge and spin (eV) = 6.215
- gap between HOMO and LUMO (eV) = 9.29
- LUMO (eV) = 0.023

No. 4
Below is C8H8N2O3 in the gas phase, with properties calculated with ωB97M-V with the def2-TZVPD basis set.

Last column: natural (NBO) charge in e.
Cartesian coordinates (Å):
1 C -2.78288 0.90920 1.12127  0.220
2 C -0.85813 2.08091 -0.81627  -0.245
3 C -0.72766 1.10403 -1.71575  -0.152
4 C -0.59192 1.76540 0.58954  -0.103
5 C -0.28084 -0.20446 -1.23014  -0.313
6 C -1.38537 0.97025 1.31805  -0.344
7 C -1.03461 -0.96914 -0.42613  0.399
8 C 0.73129 -2.16160 0.59273  -0.252
9 N -3.92440 0.99215 1.07875  -0.268
10 N -2.48835 -1.02550 -0.59666  0.488
11 O -2.96300 -0.35968 -1.48763  -0.355
12 O -3.08338 -1.80608 0.10297  -0.329
13 O -0.64519 -2.00034 0.34843  -0.477
14 H -1.06087 3.09989 -1.10758  0.233
15 H -0.82106 1.27605 -2.77599  0.231
16 H 0.39337 2.03058 0.95813  0.216
17 H 0.78196 -0.39738 -1.30082  0.230
18 H -1.07531 0.61911 2.29845  0.247
19 H 0.80913 -2.92411 1.36696  0.211
20 H 1.17982 -1.22765 0.94522  0.180
21 H 1.25757 -2.50489 -0.30623  0.183

- SMILES string = CO/C(=C/C=C\C=C/C#N)[N+](=O)[O-]
- energy above the lowest of the compared OMol25 structures with the same formula, charge and spin (eV) = 6.415
- gap between HOMO and LUMO (eV) = 8.73
- LUMO (eV) = -0.626